The following is a quantum chemistry calculation of a molecular structure, C36H31BrN8O2S3SiTl, from OMol25.

The HOMO-LUMO gap comes out at 7.19 eV. For the highest occupied orbital energy, the calculation gives -10.08 eV. The LUMO energy is -2.89 eV. The charge is +1.

Last column: Löwdin charge in e.
Cartesian coordinates (Å):
Tl 0.05756 -0.28697 0.44214  0.922
N -1.25840 0.88057 4.57895  0.206
C -2.41365 0.16807 4.35694  -0.164
C -3.50667 -0.12740 5.15945  -0.006
C -4.51100 -0.88155 4.58970  -0.071
C -4.43428 -1.33877 3.27076  -0.062
C -3.35214 -1.05120 2.46721  0.006
C -2.32915 -0.28548 3.01908  -0.215
N -1.14921 0.15786 2.48531  0.068
C -0.53321 0.83741 3.43389  -0.274
C 0.76909 1.41630 3.22887  -0.306
C 1.47858 2.28349 4.01996  -0.307
S 2.99534 2.63498 3.30518  1.100
C 2.58684 1.60367 1.99337  -0.434
N 1.42454 1.05976 2.08896  -0.023
H -0.98468 1.33642 5.43534  0.176
H -3.57093 0.21490 6.17972  0.114
H -5.37976 -1.12826 5.17711  0.108
H -5.25156 -1.92527 2.88003  0.110
H -3.27421 -1.40690 1.45308  0.108
H 1.19813 2.72867 4.95183  0.077
H 3.25361 1.43992 1.16905  0.068
C 3.70884 2.37552 -3.21739  -0.222
Si 4.76323 0.83344 -2.87431  0.584
C 6.43982 1.36329 -2.13110  -0.170
C 5.04314 -0.14865 -4.48330  -0.169
C 3.94454 -0.38402 -1.63397  -0.234
C 4.64896 -1.53765 -1.31787  -0.072
C 4.14015 -2.50683 -0.45992  -0.039
C 2.88107 -2.29793 0.05975  -0.110
N 2.19146 -1.20442 -0.22175  -0.049
C 2.68652 -0.24647 -1.02368  -0.737
S 1.65189 1.12360 -1.16615  0.714
H 4.19621 3.01380 -3.95063  0.032
H 3.55601 2.95985 -2.31419  0.007
H 2.72868 2.10882 -3.60260  0.003
H 6.97525 1.99769 -2.83132  0.029
H 7.08228 0.51643 -1.91284  0.023
H 6.32260 1.92773 -1.21042  0.026
H 5.53125 0.47152 -5.22719  0.029
H 4.11261 -0.49958 -4.91615  0.028
H 5.67445 -1.01639 -4.32946  0.023
H 5.62558 -1.68374 -1.75338  0.106
H 4.70119 -3.39203 -0.20864  0.109
H 2.39778 -2.99248 0.73141  0.115
N -2.72111 2.57747 -1.94601  0.136
C -2.87794 3.81504 -1.29657  -0.231
C -3.28832 4.92335 -2.02005  -0.013
C -3.48117 6.14321 -1.38532  -0.069
C -3.26044 6.25880 -0.02720  -0.074
C -2.81502 5.16169 0.70037  -0.093
C -2.62734 3.95140 0.06670  -0.419
S -2.04049 2.54626 1.00186  1.037
N -1.67597 1.42997 -0.18996  -0.304
C -2.04269 1.51646 -1.41988  -0.328
C -1.71724 0.38793 -2.31927  -0.188
C -2.19278 0.28379 -3.62871  0.019
C -1.82407 -0.81646 -4.38703  -0.027
C -1.01216 -1.79040 -3.82975  -0.012
C -0.59598 -1.61745 -2.51960  -0.103
N -0.93503 -0.56132 -1.80680  0.019
H -2.93110 2.58477 -2.93221  0.129
H -3.46901 4.83643 -3.08259  0.117
H -3.79764 6.99828 -1.96282  0.111
H -3.43018 7.19776 0.47239  0.109
H -2.62258 5.23773 1.75946  0.108
H -2.85136 1.01850 -4.06519  0.111
H -2.17637 -0.91541 -5.40193  0.119
H -0.70940 -2.66179 -4.38694  0.117
H 0.02498 -2.34705 -2.01918  0.119
Br -3.09198 -7.43614 -0.03937  0.744
C -2.00606 -6.34945 1.07895  -0.650
C -1.46619 -6.87161 2.25005  -0.177
N -0.72936 -6.14844 3.06816  0.080
C -0.48773 -4.88692 2.77159  -0.074
C -0.97106 -4.27610 1.61650  -0.103
C -1.75110 -5.03008 0.74375  -0.045
C -0.62283 -2.85487 1.29521  -0.645
O -1.27837 -2.28421 0.39160  -0.060
O 0.31205 -2.30556 1.90504  -0.031
H -1.63032 -7.89971 2.53891  0.108
H 0.11734 -4.33648 3.47837  0.122
H -2.14234 -4.59113 -0.16340  0.115

---

The following is a quantum chemistry calculation of a molecular structure, C29H38IrN4O8, from OMol25.

The HOMO-LUMO gap (alpha / beta) comes out at 7.69 / 5.03 eV. The expectation value of S² is 8.8146. For the highest occupied orbital energy (alpha / beta), the calculation gives -12.76 / -13.54 eV. The LUMO energy (alpha / beta) is -5.07 / -8.51 eV. The charge is +2. As for the multiplicity: 6.

Last column: Löwdin charge in e.
Cartesian coordinates (Å):
Ir 0.17518 -0.40676 0.38244  1.414
C -1.10020 -2.70689 -2.53217  0.025
C -1.19045 -3.09015 -1.09692  -0.322
N -0.61869 -2.46685 -0.08723  0.020
C -0.99735 -3.11290 1.07050  -0.130
C -1.79797 -4.16592 0.74710  -0.054
N -1.90453 -4.12814 -0.61775  0.202
C -2.57463 -5.20122 1.49196  -0.474
O -2.40158 -5.25885 2.79257  0.159
O -3.30819 -5.92452 0.86712  0.131
C -0.57813 -2.56468 2.38771  -0.545
O -0.82684 -3.16642 3.43182  0.068
O 0.05679 -1.44443 2.32650  -0.191
H -0.44256 -1.84467 -2.63524  0.062
H -2.08613 -2.43935 -2.91760  0.096
H -0.71196 -3.52585 -3.13922  0.097
H -2.46763 -4.79387 -1.12928  0.184
H -1.77881 -4.54728 3.11173  0.083
N 2.89762 0.34883 4.65209  0.073
C 2.12823 1.56155 4.19401  -0.079
C 1.23121 1.15322 3.03354  -0.193
N 1.96588 0.54515 1.91496  -0.107
C 2.83089 -0.55524 2.37391  -0.184
C 3.74758 -0.17830 3.52451  -0.078
H 2.23352 -0.37858 4.93062  0.191
H 3.46776 0.56049 5.46912  0.188
H 2.86518 2.30922 3.90489  0.140
H 1.54434 1.94321 5.02818  0.143
H 0.67703 2.01920 2.68639  0.120
H 0.50514 0.41026 3.37687  0.112
H 2.51721 1.24108 1.42168  0.117
H 3.44284 -0.90648 1.54449  0.115
H 2.17559 -1.37447 2.67211  0.112
H 4.44734 0.61383 3.26071  0.141
H 4.30608 -1.04141 3.87931  0.145
O -2.35864 3.61699 1.55641  0.196
C -3.48896 3.03072 1.47886  -0.205
C -4.68049 3.76923 1.79454  0.073
C -5.87841 3.13778 1.70773  -0.008
C -5.93311 1.78115 1.30209  0.060
C -4.75475 1.04929 0.98917  0.054
C -3.54354 1.65066 1.07251  -0.020
C -2.26705 0.91895 0.78500  -0.566
O -2.29564 -0.23329 0.36068  0.015
O -1.17312 1.56046 0.99810  -0.101
H -1.64605 2.90098 1.30518  0.084
H -4.58750 4.80646 2.09122  0.144
H -6.78878 3.66947 1.94657  0.132
H -6.89510 1.28804 1.22778  0.133
H -4.80093 0.01049 0.68707  0.142
C -0.48963 3.04521 -1.89572  -0.045
C -0.69865 2.12950 -3.10713  -0.349
C -1.83469 1.12357 -2.87731  -0.039
C 0.56839 1.43895 -3.55149  -0.095
C 1.00582 1.58148 -4.84023  0.000
C 2.18210 0.96406 -5.28221  0.011
C 2.96292 0.19500 -4.40636  -0.002
C 2.59199 -0.00855 -3.10436  -0.091
C 3.53362 -0.77171 -2.19204  -0.351
C 2.99357 -2.11236 -1.68608  -0.045
C 4.03156 0.11011 -1.03701  -0.050
C 1.33338 0.58301 -2.65134  -0.247
O 0.90033 0.39335 -1.48001  -0.145
H -1.38057 3.66226 -1.75191  0.088
H 0.35639 3.71798 -2.05177  0.093
H -0.32009 2.46992 -0.98586  0.042
H -0.99631 2.77095 -3.93751  0.135
H -1.63437 0.49327 -2.01082  0.045
H -1.97060 0.47779 -3.74803  0.091
H -2.77464 1.65739 -2.71091  0.090
H 0.43377 2.19529 -5.52728  0.130
H 2.50511 1.10219 -6.30725  0.125
H 3.88783 -0.24128 -4.76571  0.129
H 4.39992 -1.00924 -2.81075  0.134
H 2.23076 -1.98777 -0.92524  0.035
H 3.80624 -2.68946 -1.24067  0.090
H 2.56672 -2.70675 -2.49621  0.090
H 3.20510 0.34956 -0.36315  0.033
H 4.45952 1.04445 -1.40473  0.095
H 4.80685 -0.41841 -0.47524  0.087

---

The following is a quantum chemistry calculation of a single C5H10O2 molecule, from OMol25.

The HOMO-LUMO gap comes out at 10.54 eV. For the highest occupied orbital energy, the calculation gives -9.75 eV. Its SMILES is O=CCCCCO. The LUMO energy is 0.78 eV. The charge is 0.

Last column: Löwdin charge in e.
Cartesian coordinates (Å):
O -1.96139 -2.23875 -1.26223  0.048
C -2.13986 -1.39464 -0.41998  -0.286
C -1.02425 -0.77580 0.36400  -0.149
C -0.66616 0.61941 -0.23249  -0.183
C 0.75253 0.69974 -0.76323  -0.199
C 1.83249 0.41485 0.25845  -0.291
O 1.67542 1.24573 1.38352  -0.057
H -3.17811 -1.04414 -0.24086  0.126
H -0.19541 -1.47395 0.27672  0.106
H -1.32114 -0.69159 1.40670  0.114
H -0.79107 1.38488 0.52608  0.105
H -1.37077 0.83209 -1.03128  0.107
H 0.90510 1.70164 -1.18163  0.117
H 0.94954 0.02188 -1.59450  0.121
H 2.81288 0.55795 -0.21840  0.116
H 1.79257 -0.65387 0.53052  0.112
H 1.92762 0.79455 2.19861  0.094

---

The following is a quantum chemistry calculation of a molecular structure, C5H13N3O, from OMol25.

The HOMO-LUMO gap comes out at 8.61 eV. For the highest occupied orbital energy, the calculation gives -7.96 eV. The LUMO energy is 0.65 eV. The charge is 0.

Last column: Löwdin charge in e.
Cartesian coordinates (Å):
C 2.26340 -0.72568 -0.00054  -0.178
C 0.85930 -0.48232 0.08884  -0.750
C 0.38680 -1.41647 -0.93002  -0.126
C 0.57526 -0.73204 1.54807  -0.090
C -1.40118 2.07336 -0.41984  -0.228
H 2.52751 -1.91003 0.04147  0.132
H 2.92603 -0.26636 0.82377  0.104
H 2.73331 -0.51476 -0.95389  0.077
H 0.80398 -2.51546 -0.46442  0.143
H 0.70071 -1.25599 -1.92137  0.048
H -0.74317 -1.74679 -1.34445  0.135
H 1.62621 -1.37314 2.23028  0.177
H 0.31077 0.39578 2.03509  0.110
H -0.54554 -1.53338 1.50479  0.156
H 0.87975 1.65309 0.46833  0.180
H -0.95871 3.13080 -0.27435  0.158
H -3.34969 2.57742 -0.11439  0.132
H -3.04893 -0.00353 0.00848  0.141
N 0.46983 0.96197 -0.34893  -0.035
N -0.76915 1.05665 -0.53356  -0.063
N -2.78417 1.94239 -0.76554  -0.097
O -3.46230 0.68447 -0.67783  -0.129

---

Table of ΔE to the lowest compared entry with this formula, charge and spin (kJ/mol), in record order: 0.0, 37.3, 157.9, 928.0